No. 1
Here is a gas-phase ion, C7H8N3S (charge +1) from OMol25. Energies are from ωB97M-V/def2-TZVPD.

Summary:
- Total charge: +1
- Gap between HOMO and LUMO (spin up / spin down): 7.834 / 7.908 eV
- Relative energy (zero: lowest compared OMol25 entry of this formula, charge and spin): 143.4 kcal per mole
- Calculated total energy: -22681.7209 eV

Each line ends with the Mulliken charge.
Cartesian coordinates (Å):
S: -2.844 -2.121 -0.080  0.03
N: -1.599 1.459 -1.024  -0.39
N: -0.578 -1.123 0.405  0.57
N: -0.483 -2.474 0.699  -0.69
C: -1.779 -0.816 -0.091  -0.04
C: 0.633 0.919 -0.061  -0.72
C: -0.061 3.063 -1.174  -1.19
C: -1.551 -3.133 0.497  -0.08
C: 0.578 -0.340 0.483  0.65
C: 1.788 -1.026 0.842  -1.21
C: -0.392 1.700 -0.750  1.35
H: -1.763 -4.101 0.958  0.42
H: 2.144 -1.602 -0.019  0.30
H: -0.004 3.167 -2.252  0.32
H: 0.978 3.372 -0.632  0.30
H: 1.583 1.365 0.226  0.19
H: 2.506 -0.277 1.175  0.43
H: -0.904 3.675 -0.991  0.41
H: 1.751 -1.709 1.788  0.35

***

No. 2
Here is C7H8N4 in the gas phase from OMol25. Energies are from ωB97M-V/def2-TZVPD.

Summary:
- Gap between HOMO and LUMO: 9.188 eV
- Relative energy (zero: lowest compared OMol25 entry of this formula, charge and spin): 42.9 kcal per mole
- Calculated total energy: -13347.3186 eV

Each line ends with the Mulliken charge.
Cartesian coordinates (Å):
N: -0.977 1.159 -0.554  0.78
N: -1.149 1.901 1.531  -0.40
N: -1.860 2.712 0.681  -0.59
N: -0.614 0.355 -1.573  -1.25
C: 0.245 -0.125 1.126  0.92
C: 0.701 -0.835 0.050  -0.64
C: -1.823 2.232 -0.536  0.12
C: 0.769 -1.582 -2.351  -1.18
C: 0.236 -0.633 -1.299  0.86
C: 0.724 -0.275 2.540  -1.36
C: -0.698 0.925 0.831  0.19
H: -0.132 -0.023 3.164  0.38
H: -2.048 2.689 -1.516  0.37
H: 1.531 0.402 2.841  0.28
H: 0.994 -1.306 2.722  0.38
H: 0.781 -2.668 -1.997  0.29
H: 1.916 -1.524 -2.573  0.25
H: 1.150 -1.826 0.208  0.23
H: 0.255 -1.577 -3.296  0.37

***

No. 3
Here is C7H8N4O3 in the gas phase from OMol25. Energies are from ωB97M-V/def2-TZVPD.

Summary:
- Gap between HOMO and LUMO (spin up / spin down): 5.782 / 8.977 eV
- Relative energy (zero: lowest compared OMol25 entry of this formula, charge and spin): 98.2 kcal per mole
- Calculated total energy: -19486.2112 eV

Each line ends with the Mulliken charge.
Cartesian coordinates (Å):
O: -3.017 -0.672 -0.725  -0.58
O: -2.871 -2.023 3.579  -0.60
O: 1.065 0.049 -0.725  0.00
N: -0.267 -0.231 -0.701  -0.70
N: -2.881 -1.261 1.441  -0.09
N: 1.128 -0.984 1.658  -0.67
N: -0.875 -1.601 2.541  -0.08
C: -0.080 -1.001 1.584  0.72
C: -0.871 -0.569 0.337  0.34
C: 3.045 0.914 -1.786  -1.28
C: -2.241 -1.674 2.599  0.38
C: 0.752 2.120 -1.827  -0.82
C: -2.329 -0.880 0.250  0.45
C: 1.613 1.022 -1.444  0.65
H: -0.204 2.227 -1.044  0.24
H: -3.901 -1.430 1.314  0.26
H: 0.529 2.171 -2.949  0.25
H: 3.336 1.392 -2.701  0.38
H: 3.710 1.321 -1.008  0.28
H: 1.286 3.019 -1.771  0.37
H: 3.486 -0.107 -1.956  0.35
H: -0.413 -1.803 3.337  0.17

***

No. 4
Here is C7H8N4S in the gas phase from OMol25. Energies are from ωB97M-V/def2-TZVPD.

Summary:
- Gap between HOMO and LUMO: 7.732 eV
- Relative energy (zero: lowest compared OMol25 entry of this formula, charge and spin): 26.6 kcal per mole
- Calculated total energy: -24182.7570 eV

Each line ends with the Mulliken charge.
Cartesian coordinates (Å):
S: 3.396 0.459 -0.350  -0.01
N: 1.760 -0.644 1.463  -0.43
N: 0.985 1.546 0.780  -0.05
N: 2.216 -0.037 -1.534  -0.64
N: -1.036 1.835 -0.227  -0.66
C: -0.176 0.975 0.290  -0.04
C: -2.710 0.056 -0.223  -0.52
C: -2.343 1.399 -0.429  -0.32
C: -1.743 -0.887 0.248  -0.54
C: 0.686 -1.192 1.015  -0.81
C: -0.409 -0.407 0.532  1.46
C: 2.083 0.685 1.209  -0.24
H: -3.771 -0.248 -0.166  0.34
H: -3.008 2.151 -0.898  0.37
H: 1.127 2.480 0.611  0.17
H: 0.477 -2.241 1.376  0.32
H: -1.862 -1.960 0.344  0.38
H: 2.640 1.069 1.921  0.54
H: 1.918 -0.958 -1.212  0.32
H: 1.314 0.570 -1.462  0.37

***

No. 5
Here is a molecular structure, C7H8N5SbSe5Tc from OMol25. Energies are from ωB97M-V/def2-TZVPD.

Summary:
- Total charge: +3
- Gap between HOMO and LUMO (spin up / spin down): 5.512 / 5.524 eV
- Calculated total energy: -350273.2717 eV

Each line ends with the Mulliken charge.
Cartesian coordinates (Å):
Sb: 2.446 -2.774 -1.542  1.14
Tc: -0.077 0.279 -0.011  0.26
Se: 2.348 -4.155 0.261  -0.10
Se: 3.074 -1.859 -3.527  -0.09
Se: -0.657 -1.415 -1.232  -0.01
Se: 2.056 0.231 0.294  -0.01
Se: -0.873 2.280 -0.806  0.85
N: -1.679 -1.683 4.560  -0.57
N: -1.012 0.104 1.799  0.20
N: -0.845 -1.018 2.519  -0.59
N: -2.190 0.356 3.622  -0.74
N: -1.560 -0.812 3.574  1.40
C: -1.303 6.022 -3.387  -0.28
C: -0.104 4.845 -1.676  -0.14
C: -0.273 5.972 -2.438  -0.69
C: -2.171 4.942 -3.590  -0.70
C: -1.832 0.918 2.495  -0.24
C: -0.981 3.755 -1.889  0.40
C: -2.031 3.804 -2.835  -0.17
H: -2.267 -1.407 5.332  0.30
H: -1.437 6.923 -3.974  0.43
H: -2.701 2.963 -2.957  0.40
H: -2.956 5.011 -4.331  0.43
H: -2.156 1.898 2.185  0.40
H: 0.681 4.780 -0.934  0.40
H: 0.382 6.823 -2.304  0.43
H: -1.208 -2.568 4.476  0.27

***

No. 6
Here is a gas-phase ion, C7H8NO7 (charge -1) from OMol25. Energies are from ωB97M-V/def2-TZVPD.

Summary:
- Total charge: -1
- Gap between HOMO and LUMO: 7.691 eV
- Relative energy (zero: lowest compared OMol25 entry of this formula, charge and spin): 0.0 kcal per mole
- Calculated total energy: -23212.1626 eV

Each line ends with the Mulliken charge.
Cartesian coordinates (Å):
O: -1.321 -0.683 2.741  -0.70
O: 0.081 -0.295 1.037  -0.37
O: -3.529 -0.819 0.557  -0.56
O: 2.179 1.193 1.410  -0.59
O: -1.906 0.715 -1.638  -0.83
O: 2.162 -2.121 0.058  -0.55
O: 0.742 1.713 -1.863  -0.60
N: 0.309 -1.335 -1.052  -0.07
C: 1.326 1.836 0.502  -0.67
C: -1.488 0.083 -0.626  0.51
C: 1.238 -2.192 -0.727  -0.19
C: 1.070 0.948 -0.755  -0.23
C: -1.175 -0.598 1.554  0.29
C: -0.036 -0.132 -0.355  0.90
C: -2.155 -0.592 0.413  -0.28
H: -0.173 1.721 -1.890  0.46
H: 1.840 2.695 0.191  0.49
H: 0.425 2.104 1.017  0.23
H: 1.674 0.655 1.894  0.37
H: 1.035 -3.079 -1.340  0.35
H: -0.439 -1.665 -1.631  0.37
H: 2.013 0.378 -0.896  0.37
H: -3.872 -0.528 1.400  0.31